{
  "formula": "C25H33NNiOPSe2",
  "method": "the ωB97M-V functional and the def2-TZVPD basis",
  "symbols": ["Ni", "N", "C", "C", "C", "C", "C", "C", "P", "C", "C", "C", "C", "C", "C", "C", "C", "C", "C", "C", "C", "H", "H", "H", "H", "H", "H", "H", "H", "H", "H", "H", "H", "H", "H", "H", "H", "C", "Se", "C", "C", "Se", "C", "H", "H", "H", "H", "H", "H", "H", "H", "H", "H", "C", "C", "C", "O", "H", "H", "H", "H", "H", "H", "H"],
  "xyz": [[-0.44531, 0.54470, -0.97468], [-1.60131, -1.29738, -1.11488], [-1.74194, -1.87200, 0.20496], [-2.92094, -2.47200, 0.61661], [-3.01855, -2.97423, 1.90611], [-1.93876, -2.88876, 2.77413], [-0.76445, -2.28741, 2.35708], [-0.65355, -1.76966, 1.07005], [0.75317, -0.80861, 0.46682], [1.52139, -0.06484, 1.91116], [2.66677, -0.59244, 2.50390], [3.19268, 0.00475, 3.64025], [2.57516, 1.12118, 4.18590], [1.43243, 1.64772, 3.59818], [0.90547, 1.06249, 2.45781], [1.93095, -1.99172, -0.21549], [1.83648, -3.36226, 0.01565], [2.76899, -4.22570, -0.54154], [3.80085, -3.72538, -1.32165], [3.90150, -2.35914, -1.55184], [2.96492, -1.49569, -1.00844], [-1.10178, -1.94211, -1.72348], [-2.51701, -1.13480, -1.52235], [-3.76291, -2.53923, -0.06191], [-3.94119, -3.43344, 2.23386], [-2.01871, -3.27998, 3.77901], [0.06911, -2.18976, 3.04317], [3.15088, -1.46340, 2.07795], [4.08281, -0.40387, 4.09934], [2.98814, 1.58522, 5.07165], [0.95517, 2.51929, 4.02606], [0.01208, 1.47347, 2.00179], [1.03873, -3.75754, 0.63153], [2.69202, -5.28947, -0.36131], [4.52995, -4.39963, -1.75057], [4.70607, -1.97165, -2.16225], [3.03885, -0.43237, -1.19707], [2.71949, 2.65595, -1.21369], [0.82706, 2.77808, -0.77016], [0.18731, 3.39179, -2.51396], [0.57080, 2.49884, -3.69110], [-0.05325, 0.63883, -3.58185], [-1.95948, 0.98439, -3.84628], [2.92304, 1.86799, -1.93591], [3.23595, 2.42999, -0.28247], [3.07540, 3.61224, -1.58958], [0.56409, 4.40056, -2.68054], [-0.89622, 3.44581, -2.38452], [1.65286, 2.43596, -3.81113], [0.17416, 2.90454, -4.62236], [-2.09087, 1.55797, -4.76071], [-2.37217, 1.50669, -2.98475], [-2.44864, 0.01987, -3.96932], [-4.02884, 2.50204, -0.31281], [-3.07670, 1.39111, 0.10782], [-3.02025, 1.26448, 1.62366], [-1.79944, 1.65371, -0.40228], [-5.04282, 2.33218, 0.04939], [-4.06965, 2.58310, -1.40045], [-3.67670, 3.45391, 0.08892], [-3.46431, 0.44174, -0.31322], [-2.66573, 2.20073, 2.05955], [-2.34550, 0.46339, 1.93439], [-4.00771, 1.04976, 2.03786]],
  "forces_ev_per_a": [[-0.015, 0.090, -0.090], [-0.105, -0.065, -0.051], [0.048, 0.000, -0.007], [0.004, 0.024, -0.003], [0.012, 0.013, -0.033], [-0.059, -0.038, 0.028], [0.168, 0.052, 0.040], [-0.119, -0.019, 0.103], [0.005, 0.084, -0.221], [0.054, -0.044, 0.150], [0.002, 0.014, -0.027], [-0.008, 0.014, -0.012], [0.024, -0.004, 0.014], [-0.007, 0.030, -0.012], [0.061, -0.024, 0.070], [0.014, -0.125, 0.021], [0.010, 0.040, -0.001], [0.035, -0.009, -0.022], [0.000, -0.007, 0.024], [0.007, 0.004, -0.025], [0.036, -0.107, -0.025], [-0.035, 0.020, -0.030], [0.012, -0.006, -0.021], [-0.002, 0.002, -0.007], [-0.009, -0.001, -0.009], [0.001, 0.004, 0.004], [-0.011, -0.003, -0.002], [-0.023, 0.010, 0.003], [0.004, 0.003, 0.005], [-0.005, 0.002, 0.007], [-0.006, 0.000, -0.002], [-0.037, 0.008, -0.053], [-0.017, 0.002, 0.006], [-0.003, -0.005, 0.001], [-0.003, -0.002, -0.006], [0.006, 0.012, -0.001], [-0.002, 0.084, -0.002], [0.001, -0.078, 0.080], [0.070, 0.084, -0.266], [-0.124, -0.221, -0.058], [0.004, 0.008, 0.221], [0.013, 0.178, 0.134], [0.040, 0.022, 0.009], [-0.045, 0.012, 0.001], [0.007, -0.014, -0.006], [-0.044, 0.019, 0.000], [0.021, 0.006, 0.017], [0.086, 0.012, -0.009], [-0.051, -0.051, 0.026], [-0.052, -0.033, 0.020], [0.027, 0.001, 0.013], [0.042, -0.005, -0.023], [0.034, -0.008, 0.004], [0.059, 0.061, -0.052], [-0.091, -0.117, -0.067], [-0.081, -0.076, 0.064], [0.036, 0.149, 0.031], [-0.007, -0.065, 0.040], [0.014, 0.015, -0.013], [0.010, 0.009, -0.016], [-0.045, 0.031, 0.125], [0.015, 0.024, -0.030], [0.018, -0.023, -0.053], [0.005, 0.004, -0.011]],
  "e_tot_ev": -211018.448,
  "charge": 1,
  "spin_multiplicity": 3,
  "largest_force_ev_per_a": 0.29,
  "de_lowest_kcal_mol": 1.45,
  "e_lumo_ev": [-2.11, -2.58]
}

***

{
  "formula": "C6H9ClFOP",
  "method": "the ωB97M-V functional and the def2-TZVPD basis",
  "symbols": ["C", "C", "C", "C", "C", "C", "O", "F", "P", "Cl", "H", "H", "H", "H", "H", "H", "H", "H", "H"],
  "xyz": [[-0.39934, -0.77729, 1.04851], [-0.83716, 0.24908, 0.27014], [1.06664, -1.15586, 1.07980], [-0.02013, 1.12298, -0.70091], [1.84009, -0.61512, -0.23690], [1.43237, 0.84981, -0.53859], [-2.89551, 1.84644, -0.34946], [-2.56208, -1.43172, -1.84687], [-2.57497, 0.53428, 0.16020], [-3.89899, -0.31420, 1.36676], [-1.25779, -1.33511, 1.45024], [1.51525, -0.80456, 2.02341], [1.24525, -2.28373, 1.04010], [-0.44206, 0.92547, -1.64151], [-0.35041, 2.10005, -0.48137], [2.96168, -0.56498, -0.28439], [1.44640, -1.14503, -1.13092], [1.84734, 1.30863, -1.49143], [1.88343, 1.49086, 0.26319]],
  "forces_ev_per_a": [[-0.750, 0.828, -1.632], [0.574, -1.272, 0.595], [1.345, -1.058, -1.254], [-1.559, -1.453, 2.439], [-1.135, 1.225, -0.654], [1.687, 1.622, -0.181], [-0.679, 0.357, -0.268], [-0.034, 1.708, 1.814], [0.458, -1.281, -1.560], [0.627, -0.066, -0.334], [1.087, -0.316, 0.540], [-0.016, -0.007, -0.379], [-0.702, 1.392, 0.375], [-0.155, -0.551, -1.663], [0.250, 1.549, 0.189], [-1.100, -0.845, 0.688], [0.469, -0.385, 0.743], [0.230, -1.091, 0.982], [-0.598, -0.357, -0.441]],
  "e_tot_ev": -32941.736,
  "charge": 0,
  "largest_force_ev_per_a": 3.24,
  "de_lowest_kcal_mol": 24.00,
  "e_lumo_ev": [-1.79, -1.79]
}

***

{
  "formula": "C5H13S2",
  "method": "the ωB97M-V functional and the def2-TZVPD basis",
  "symbols": ["C", "C", "S", "C", "H", "H", "H", "H", "H", "H", "H", "H", "C", "C", "S", "H", "H", "H", "H", "H"],
  "xyz": [[1.54849, -2.11660, -0.59855], [1.25843, -1.07409, 0.52738], [1.91918, 0.47531, -0.08227], [1.04534, 1.62330, 0.96800], [1.03989, -3.12590, -0.31722], [2.59516, -2.38925, -0.59345], [1.15091, -1.77849, -1.56688], [1.70355, -1.35645, 1.42457], [0.14623, -0.97638, 0.67484], [-0.10339, 1.55828, 0.90904], [1.18188, 1.58373, 2.04609], [1.35688, 2.65806, 0.74411], [-1.30997, 0.51243, -1.76554], [-2.47248, 0.37546, -0.71372], [-1.93073, -0.15029, 0.95107], [-0.55650, -0.28661, -1.67215], [-0.76860, 1.41492, -1.58511], [-1.71400, 0.65553, -2.79601], [-3.21514, -0.39673, -1.04630], [-3.05087, 1.31596, -0.62763]],
  "forces_ev_per_a": [[-1.420, -1.558, 1.648], [-1.416, -0.473, -2.573], [0.174, 0.419, 0.422], [-1.948, 1.489, 0.452], [0.500, 1.685, -0.530], [0.454, 0.282, -0.557], [0.406, -0.191, 0.309], [0.925, -0.494, 1.623], [0.912, 0.091, -0.171], [1.628, -0.173, -0.455], [0.633, -0.717, 0.201], [-0.036, -0.374, -0.401], [-1.213, -0.074, 0.219], [-0.205, -0.703, -0.487], [-0.522, 0.172, 0.061], [-0.634, 0.068, -0.289], [0.485, 0.746, 0.393], [0.255, -0.564, 0.440], [0.620, 0.614, -0.074], [0.404, -0.243, -0.231]],
  "e_tot_ev": -27066.581,
  "charge": -1,
  "largest_force_ev_per_a": 2.97,
  "de_lowest_kcal_mol": 21.55,
  "e_lumo_ev": 3.35
}

***

{
  "formula": "C4H3CaO2",
  "method": "the ωB97M-V functional and the def2-TZVPD basis",
  "symbols": ["O", "C", "C", "C", "C", "H", "H", "H", "Ca", "O"],
  "xyz": [[-1.88607, 1.11635, 0.29483], [-1.13100, 0.80821, -0.58433], [-0.18234, 0.33938, -1.33697], [0.47500, -0.87706, -0.76303], [1.01400, -1.01181, 0.46871], [0.08707, 0.79193, -2.29233], [1.16444, -0.63047, 2.11871], [0.64302, -1.69041, -1.47376], [-0.86279, 1.14905, 2.12720], [0.67867, 0.00483, 1.44099]],
  "forces_ev_per_a": [[-1.256, 0.393, -0.290], [1.182, -0.733, -1.122], [-0.660, 0.698, 0.206], [0.591, -0.152, 0.365], [-0.061, -1.870, -2.074], [-0.058, -0.180, 0.266], [-0.891, 1.857, -1.406], [-0.021, 0.323, 0.251], [-0.496, 0.816, 1.301], [1.670, -1.152, 2.504]],
  "e_tot_ev": -26719.281,
  "charge": 1,
  "largest_force_ev_per_a": 3.22,
  "e_lumo_ev": -5.69
}

***

{
  "formula": "C16H17N",
  "method": "the ωB97M-V functional and the def2-TZVPD basis",
  "symbols": ["C", "C", "C", "C", "C", "C", "C", "H", "H", "H", "H", "H", "H", "H", "H", "C", "C", "C", "C", "C", "C", "C", "C", "C", "N", "H", "H", "H", "H", "H", "H", "H", "H", "H"],
  "xyz": [[-3.85916, 0.80324, 1.20686], [-2.43917, 2.44868, -1.93970], [-1.55913, 3.39497, -1.43019], [-3.21565, 1.66113, -1.08198], [-3.09039, 1.70020, 0.29957], [-1.37589, 3.45656, -0.04609], [-2.09779, 2.59964, 0.75730], [-2.49636, 2.33544, -3.01682], [-0.95838, 3.93751, -2.12613], [-3.87298, 0.95863, -1.56568], [-0.74724, 4.19853, 0.42355], [-3.67875, -0.25251, 1.00707], [-4.93263, 0.91967, 1.09086], [-2.01447, 2.69180, 1.84398], [-3.59819, 0.91321, 2.25225], [0.17618, -3.18909, 1.35680], [0.12528, -0.92206, 0.04254], [0.71636, -2.02309, 0.55925], [2.24662, -0.68275, -0.49268], [2.13671, -1.85603, 0.30793], [3.47908, -0.28939, -1.00283], [3.29931, -2.59977, 0.48152], [4.63638, -0.98037, -0.63226], [4.56443, -2.15043, 0.10043], [0.99960, -0.18903, -0.75257], [-0.93596, -0.70153, 0.18015], [0.71375, 0.50563, -1.41577], [0.75310, -4.10269, 1.38722], [-0.84877, -3.43045, 1.09032], [3.54050, 0.52156, -1.72424], [3.20985, -3.38334, 1.24701], [5.57448, -0.74551, -1.17834], [5.43316, -2.72201, 0.38398], [0.11612, -2.82634, 2.38667]],
  "forces_ev_per_a": [[-0.179, -0.528, 0.139], [0.035, 0.232, 0.469], [0.042, -0.949, 0.404], [0.144, -0.230, -0.725], [1.489, 0.888, -0.700], [-0.428, 0.048, -0.514], [-1.220, -0.281, 1.306], [-0.256, -0.072, 0.100], [0.261, 0.611, -0.143], [-0.361, -0.236, 0.096], [0.251, -0.056, -0.108], [0.177, -0.090, -0.311], [-0.161, 0.234, 0.050], [0.256, -0.038, -0.262], [0.019, 0.394, 0.190], [-0.798, 1.463, 0.735], [-1.483, -0.761, -0.561], [1.547, -0.881, 0.639], [0.917, -0.551, -0.702], [-0.128, 0.979, -1.710], [0.434, 0.127, -0.033], [0.151, -0.292, 2.351], [0.323, 0.309, -1.897], [-1.278, -0.324, 0.379], [-0.528, -0.067, 1.481], [0.414, 0.262, -0.570], [0.174, 0.257, 0.176], [0.408, 0.034, -0.453], [-0.083, -0.101, -0.233], [0.038, 0.025, 0.205], [0.279, -0.263, -0.732], [-0.590, 0.169, 0.799], [0.144, 0.003, -0.095], [-0.010, -0.316, 0.232]],
  "e_tot_ev": -18357.524,
  "charge": 0,
  "largest_force_ev_per_a": 2.37,
  "de_lowest_kcal_mol": 18.86,
  "e_lumo_ev": 0.79,
  "smiles": "Cc1c[nH]c2ccccc12.Cc1ccccc1"
}

***

{
  "formula": "C2H8N2O2",
  "method": "the ωB97M-V functional and the def2-TZVPD basis",
  "symbols": ["N", "C", "N", "H", "H", "H", "H", "H", "H", "O", "C", "O", "H", "H"],
  "xyz": [[0.73781, 1.01512, -1.44977], [0.38930, -0.48292, -1.28583], [1.51519, -1.28454, -0.60628], [0.61973, 1.28393, -0.49831], [0.00531, 1.57669, -1.85913], [0.17511, -0.79723, -2.27103], [-0.62134, -0.64492, -0.75776], [2.07309, -0.77182, 0.09386], [2.16923, -1.41317, -1.38188], [0.04159, 0.86607, 1.83415], [-1.13318, 0.67258, 2.05731], [-1.68208, -0.49139, 2.59344], [-1.92380, 1.34038, 1.65345], [-2.36597, -0.86877, 1.87778]],
  "forces_ev_per_a": [[-0.110, -1.971, 0.940], [-0.026, 1.307, 1.779], [-1.067, 1.087, -1.839], [0.619, 0.824, 1.130], [-0.460, -0.423, -0.770], [0.399, -1.054, -1.036], [1.613, 0.300, -0.156], [-0.992, 0.133, -0.398], [0.002, -0.193, 0.385], [-1.875, -0.416, 1.254], [0.575, -0.799, -1.790], [-0.943, -0.303, -2.445], [0.254, 0.085, 0.475], [2.012, 1.422, 2.469]],
  "e_tot_ev": -9277.486,
  "charge": 0,
  "largest_force_ev_per_a": 3.49,
  "de_lowest_kcal_mol": 55.92,
  "e_lumo_ev": 0.34,
  "smiles": "O=CO.NCN"
}

***

{
  "formula": "C3H10N2S2",
  "method": "the ωB97M-V functional and the def2-TZVPD basis",
  "symbols": ["S", "S", "C", "C", "C", "N", "N", "H", "H", "H", "H", "H", "H", "H", "H", "H", "H"],
  "xyz": [[-2.69030, -0.54098, -0.05549], [-1.46768, 0.39168, 1.33233], [0.28405, 0.92848, 0.73779], [1.06101, -0.10701, -0.06808], [2.46221, 0.48568, -0.30977], [3.39982, -0.50485, -0.81342], [0.53710, -0.31209, -1.44801], [-2.10053, -0.75258, -1.22008], [0.82539, 1.22675, 1.63361], [0.06951, 1.81850, 0.15567], [1.15220, -1.06058, 0.46601], [2.76270, 1.04423, 0.60167], [2.32443, 1.24933, -1.06879], [4.40200, -0.51020, -0.72985], [3.06668, -1.39938, -0.47330], [1.33741, -0.43804, -2.04758], [-0.25242, 0.26415, -1.60166]],
  "forces_ev_per_a": [[-1.091, -0.177, -0.013], [1.822, 0.431, 0.536], [-1.753, -0.825, -0.670], [0.725, 0.558, -1.386], [0.798, 1.124, 1.115], [-1.301, -1.472, -0.140], [0.185, -1.447, 2.476], [0.873, 0.076, -0.160], [-0.316, -0.238, 0.239], [0.332, 0.129, -0.241], [-0.193, 0.121, 0.121], [0.340, -0.497, -0.149], [-0.008, 0.298, -0.098], [-0.033, 0.935, 0.353], [0.384, -0.165, -0.123], [-0.663, 0.516, -0.757], [-0.101, 0.633, -1.102]],
  "e_tot_ev": -27922.452,
  "charge": 0,
  "largest_force_ev_per_a": 2.87,
  "de_lowest_kcal_mol": 34.43,
  "e_lumo_ev": 0.53,
  "smiles": "NC[C@H](N)CSS"
}

***

Question: Which formula does entry 5 have?
Answer: C16H17N

***

Question: Which formula does entry 1 have?
Answer: C25H33NNiOPSe2